Record 1
This record from OMol25 describes a cluster of 2 separate species, C2H5N4 in total at a distorted geometry. The level of theory is ωB97M-V/def2-TZVPD.

LUMO level (spin up / spin down)   -6.98 / -8.39 eV
Electronic energy   -297.5767 hartree
Kohn-Sham gap (spin up / spin down)   6.64 / 3.20 eV
Charge   +1

CARTESIAN COORDINATES (ANGSTROEM)
C 0.19973 -1.37687 -0.52835
C -0.16690 0.97350 0.29630
N 1.70043 -0.25914 -1.75407
N -1.21326 -0.46301 1.22732
N -0.32428 -0.47829 0.20270
N -1.12007 0.83283 1.36503
H 0.07125 -2.43879 -0.57980
H 0.83793 1.31427 0.56341
H -0.52109 1.52401 -0.58236
H 2.08697 -1.04744 -2.27648
H -1.55072 1.41892 2.06630

=====

Record 2
This record from OMol25 describes a cluster of 14 separate species, C24H19BBrCl56NOS2 in total at a distorted geometry. The level of theory is ωB97M-V/def2-TZVPD.

LUMO level   -0.76 eV
Electronic energy   -30221.4065 hartree
Kohn-Sham gap   7.59 eV

CARTESIAN COORDINATES (ANGSTROEM)
C 4.11904 -2.43164 2.67166
C 3.67568 -1.97532 1.28048
N 3.04446 -0.65186 1.29181
C 3.91990 0.39474 1.82278
C 5.25719 0.57189 1.08096
C 2.32845 -0.30327 0.17440
S 2.36628 1.13356 -0.60776
S 1.14041 -1.52286 -0.41081
C -0.43062 -0.74471 0.08729
C -1.48421 -1.84381 0.20676
C -2.87930 -1.19397 0.12636
B -3.08420 -0.04974 1.16866
C -2.50166 -0.06750 2.65200
C -3.49018 -0.63248 3.60651
O -4.42932 -0.01496 4.02349
Br -3.11287 -2.46925 4.18869
H 3.37084 -2.13957 3.41151
H 5.07206 -1.99389 2.96359
H 4.17697 -3.51812 2.69802
H 2.97520 -2.72027 0.90799
H 4.54028 -2.01391 0.61278
H 3.38878 1.34082 1.87197
H 4.14700 0.13803 2.85937
H 6.07284 0.04638 1.57463
H 5.48110 1.62117 0.91000
H 5.16638 0.12779 0.08569
H -0.23087 -0.26752 1.04511
H -0.69315 -0.01634 -0.67939
H -1.32371 -2.40326 1.12827
H -1.36697 -2.52174 -0.64350
H -3.63749 -1.97864 0.22327
H -2.93317 -0.73924 -0.86635
H -3.70659 0.91008 0.83982
H -2.36703 0.97021 2.96328
H -1.56366 -0.61245 2.73210
C -2.45200 3.48826 0.51891
Cl -3.58112 3.12794 -0.78756
Cl -1.78433 5.10636 0.29061
Cl -3.29006 3.38686 2.07267
Cl -1.11615 2.32118 0.48741
C 4.74688 -2.66938 -3.39996
Cl 5.12346 -4.39586 -3.38437
Cl 4.21368 -2.19520 -5.01248
Cl 3.46506 -2.33039 -2.23367
Cl 6.19286 -1.74800 -2.96110
C -5.23592 -5.89366 2.39553
Cl -4.04399 -5.00912 1.43822
Cl -6.76569 -5.01016 2.39129
Cl -5.47657 -7.50395 1.71260
Cl -4.64621 -6.05058 4.05457
C 8.50734 4.30555 1.34674
Cl 7.04288 4.35175 2.33354
Cl 8.75575 5.86740 0.56910
Cl 9.90120 3.95280 2.37553
Cl 8.34967 3.03416 0.12925
C -0.14963 -6.50202 0.77323
Cl -0.77649 -6.97437 -0.81633
Cl 1.18730 -7.56107 1.21995
Cl 0.38390 -4.82074 0.69309
Cl -1.43993 -6.60198 1.97422
C 5.09836 5.29090 -2.11200
Cl 5.16742 6.52574 -0.85528
Cl 4.73128 6.05321 -3.66365
Cl 6.64686 4.43640 -2.22636
Cl 3.82778 4.13926 -1.70486
C 4.93680 10.12212 -2.98750
Cl 4.54818 9.69334 -4.65663
Cl 6.36037 9.21912 -2.46084
Cl 5.27110 11.85438 -2.89303
Cl 3.56522 9.73033 -1.94582
C -5.26820 -7.01707 -2.58980
Cl -6.06150 -6.37317 -1.15718
Cl -5.56334 -5.92064 -3.94550
Cl -3.52699 -7.14105 -2.28634
Cl -5.91258 -8.61492 -2.96711
C 1.15482 7.31119 -1.48840
Cl 0.61394 6.66989 -3.04162
Cl 2.06674 6.06894 -0.62556
Cl 2.18534 8.72026 -1.75655
Cl -0.24661 7.78372 -0.52046
C -3.12796 -1.08514 -4.70261
Cl -4.06022 0.38846 -4.98110
Cl -2.04954 -1.36978 -6.07110
Cl -2.16462 -0.89423 -3.23094
Cl -4.22899 -2.45003 -4.52634
C -7.30010 3.08898 2.86493
Cl -6.17132 1.77075 3.14816
Cl -7.97515 2.97634 1.23344
Cl -8.60867 3.02727 4.05119
Cl -6.41575 4.61805 3.02097
C -0.81054 8.83036 3.42992
Cl -2.30313 9.54382 4.04821
Cl -0.03290 9.96619 2.32602
Cl 0.27927 8.48314 4.77546
Cl -1.19051 7.32338 2.58405
C -8.59624 -2.05548 -4.16748
Cl -7.28682 -3.23901 -4.22154
Cl -9.34900 -1.93397 -5.75952
Cl -9.79943 -2.56554 -2.98144
Cl -7.93777 -0.48294 -3.70303
C 2.26296 -11.82012 0.59682
Cl 0.64161 -11.13669 0.47492
Cl 2.76936 -12.42662 -0.98166
Cl 3.38971 -10.56645 1.13287
Cl 2.26092 -13.14401 1.76449

=====

Record 3
This record from OMol25 describes a cluster of 7 separate species, H13O6S in total. The level of theory is ωB97M-V/def2-TZVPD.

LUMO level (spin up / spin down)   -0.11 / -3.88 eV
Electronic energy   -857.3446 hartree
Kohn-Sham gap (spin up / spin down)   10.89 / 7.12 eV
2S+1   2
⟨S²⟩   0.7527

CARTESIAN COORDINATES (ANGSTROEM)
S -0.16688 -0.78958 -2.10668
H -1.46327 -1.01900 -1.82300
H -0.64524 2.81931 -1.61298
H 0.81601 2.30976 -1.63903
O 0.27296 3.10399 -1.65014
H 0.80225 -0.44656 3.85239
H 1.27970 -1.26770 2.65098
O 1.59263 -0.85780 3.46540
H 2.18713 -0.94912 -0.74776
H 3.17906 -0.66468 0.33679
O 2.60313 -0.21130 -0.29039
H 0.06055 -3.56167 1.81007
H -0.19419 -2.27336 1.03390
O 0.51236 -2.85317 1.34220
H -1.78935 1.20955 0.74202
H -0.82279 0.02722 0.69382
O -1.23939 0.64534 1.29977
H -1.87449 1.03027 -2.15429
H -2.52414 2.06709 -3.04217
O -2.58603 1.68139 -2.16092

=====

Record 4
This record from OMol25 describes a structure of composition C35H35AsNO2PdSSi at a distorted geometry. The level of theory is ωB97M-V/def2-TZVPD.

LUMO level (spin up / spin down)   1.57 / 1.57 eV
Electronic energy   -4611.3677 hartree
Kohn-Sham gap (spin up / spin down)   5.93 / 5.93 eV
Charge   -1

CARTESIAN COORDINATES (ANGSTROEM)
Pd 0.27850 -0.03160 0.61380
C -3.05720 2.40390 -0.02350
C -2.70060 1.02780 0.51050
O -1.75090 0.86620 1.27770
C -3.52250 -0.09310 0.06390
C -4.91090 -0.03160 0.08570
C -5.68020 -1.13610 -0.21700
C -5.04380 -2.31920 -0.58910
C -3.67560 -2.39470 -0.66460
C -2.84690 -1.28990 -0.33650
O -1.57500 -1.35170 -0.43070
H -2.15130 3.00270 -0.09310
H -3.75640 2.90230 0.64800
H -3.51990 2.31510 -1.00280
H -5.38530 0.88810 0.40450
H -6.75940 -1.09130 -0.14960
H -5.64210 -3.18920 -0.83090
H -3.18270 -3.30890 -0.96780
S 2.74910 0.05230 -0.10470
C 3.52730 -1.50670 -0.07760
C 4.91990 -1.57580 -0.00820
C 5.56420 -2.79540 0.01480
C 4.82880 -3.97160 -0.01470
C 3.44380 -3.91130 -0.07830
C 2.77680 -2.69740 -0.11030
As 0.83110 -2.44300 -0.29130
C 0.56090 -2.02070 1.63760
C 1.64400 -1.84460 2.51850
C 1.46800 -1.85370 3.89180
C 0.21050 -2.04320 4.43910
C -0.87830 -2.18190 3.59320
C -0.70810 -2.17370 2.21900
C 0.30380 -4.35880 -0.14990
C -0.14170 -4.93390 -1.33820
C -0.52070 -6.26220 -1.39710
C -0.46110 -7.04630 -0.25690
C -0.03980 -6.48250 0.93610
C 0.33830 -5.15110 0.99120
H 5.48380 -0.65520 0.02390
H 6.64620 -2.83320 0.05310
H 5.33120 -4.93080 0.00540
H 2.86180 -4.82740 -0.10020
H 2.65170 -1.73640 2.13130
H 2.32440 -1.71250 4.54040
H 0.08120 -2.10330 5.51130
H -1.87000 -2.31270 4.00420
H -1.56760 -2.33660 1.58310
H -0.18550 -4.30570 -2.22540
H -0.86250 -6.69050 -2.33000
H -0.74680 -8.08940 -0.29690
H -0.00240 -7.09190 1.82960
H 0.67080 -4.72850 1.93390
C 2.71110 3.51010 1.83060
Si 0.93240 2.77910 1.79060
C -0.24800 4.20760 2.30130
C 0.84940 1.42130 3.13430
N 0.50780 2.03360 0.31380
C 0.52940 2.49240 -0.94650
C 0.88590 3.81940 -1.26080
C 0.90590 4.25980 -2.56360
C 0.56220 3.40700 -3.60230
C 0.20560 2.09400 -3.31680
C 0.18190 1.63750 -2.01800
H 3.03140 3.67780 2.85490
H 2.77670 4.45630 1.30230
H 3.41270 2.82970 1.35820
H -0.00020 4.56520 3.29600
H -1.28120 3.87920 2.31030
H -0.18040 5.04870 1.61900
H 0.88420 1.83060 4.14130
H 1.69920 0.74710 3.02150
H -0.07100 0.83380 3.05040
H 1.15590 4.47800 -0.44850
H 1.19940 5.28140 -2.77390
H 0.57330 3.76160 -4.62250
H -0.05550 1.42690 -4.12650
H -0.09600 0.59860 -1.79170

=====

Record 5
This record from OMol25 describes a cluster of 2 separate species, C5H14N2O in total at a distorted geometry. The level of theory is ωB97M-V/def2-TZVPD.

LUMO level   0.75 eV
SMILES string   C=C(C)O.CNCN
Electronic energy   -383.6039 hartree
Kohn-Sham gap   9.36 eV

CARTESIAN COORDINATES (ANGSTROEM)
C 0.42367 -2.56355 1.41385
C 0.68059 -2.45234 0.08776
C -0.09369 -3.16453 -1.06966
O 1.70044 -1.64398 -0.34415
H -0.49299 -3.03581 1.65203
H 1.02634 -2.19720 2.22082
H -0.87758 -3.81384 -0.68744
H -0.55832 -2.39067 -1.65828
H 0.58550 -3.71712 -1.76035
H 1.66184 -1.57099 -1.30648
C -0.60696 0.78701 -0.15057
N 0.41438 1.84877 -0.24081
C 0.07278 2.98072 0.62253
N -0.86222 3.94426 0.03740
H -0.45486 -0.03470 -0.82259
H -0.62966 0.39252 0.90630
H -1.61198 1.21378 -0.35023
H 1.40009 1.48027 -0.09388
H 0.97456 3.53575 0.88020
H -0.36222 2.60843 1.57241
H -0.58059 4.16824 -0.90721
H -1.80912 3.62497 -0.00165

=====

Record 6
This record from OMol25 describes a cluster of 2 separate species, CH2O3S in total at a distorted geometry. The level of theory is ωB97M-V/def2-TZVPD.

LUMO level   -1.22 eV
Electronic energy   -663.1634 hartree
Kohn-Sham gap   9.14 eV

CARTESIAN COORDINATES (ANGSTROEM)
C -0.55160 -0.25838 -1.43972
O 0.06912 0.46517 2.90915
O 1.44322 0.74934 0.86373
O -0.55411 -1.37499 -1.01629
S 0.79807 -0.12846 1.85095
H -1.48723 0.29172 -1.16501
H 0.28252 0.25560 -2.00281

=====

Record 7
This record from OMol25 describes a cluster of 3 separate species, C7H14Cl2O6 in total at a distorted geometry. The level of theory is ωB97M-V/def2-TZVPD.

LUMO level   0.50 eV
SMILES string   COC(=O)OC.COC(=O)OC.ClCCl
Electronic energy   -1646.9040 hartree
Kohn-Sham gap   11.07 eV

CARTESIAN COORDINATES (ANGSTROEM)
C -17.94914 -12.37314 -8.62436
O -19.32380 -12.41856 -8.21671
C -19.82079 -11.89059 -7.08638
O -19.16695 -11.17331 -6.35895
O -20.94662 -12.40328 -6.86705
C -21.77498 -12.00326 -5.79171
H -17.79008 -13.02192 -9.48569
H -17.34324 -12.80068 -7.82549
H -17.64245 -11.35601 -8.86824
H -21.76447 -10.91341 -5.77688
H -21.26868 -12.24794 -4.85796
H -22.80729 -12.32757 -5.66036
C -10.17040 -12.63135 -11.82824
O -9.64840 -12.66834 -13.18125
C -8.37424 -12.56632 -13.38583
O -7.52152 -12.24630 -12.50939
O -8.12615 -12.90674 -14.70936
C -6.74526 -12.85692 -15.03469
H -11.24553 -12.45600 -11.79000
H -9.64382 -11.89948 -11.21571
H -10.01871 -13.56760 -11.29109
H -6.63726 -12.99338 -16.11071
H -6.12099 -13.61397 -14.56009
H -6.23565 -11.91851 -14.81610
Cl -15.19219 -13.70255 -10.61354
C -13.92944 -12.62872 -10.01273
Cl -12.49713 -13.62262 -9.58405
H -13.66833 -11.99582 -10.86087
H -14.25789 -11.96935 -9.20933

=====

Record 8
This record from OMol25 describes a cluster of 2 separate species, C5H13NO3P in total at a distorted geometry. The level of theory is ωB97M-V/def2-TZVPD.

LUMO level   3.49 eV
Electronic energy   -820.1823 hartree
Kohn-Sham gap   8.47 eV
Charge   -1

CARTESIAN COORDINATES (ANGSTROEM)
C 1.78480 -1.25342 1.25502
C -0.30829 -2.06335 0.17389
C -1.73177 2.29463 0.22650
C 0.32988 -0.78887 0.84530
C -1.61751 0.92522 -0.36321
N 0.42962 0.36744 -0.01744
O -3.17948 0.43833 -2.65679
O -1.67727 2.51678 -2.59327
O -0.69132 0.19592 -2.83816
P -1.87720 1.10169 -2.23988
H 1.72638 -2.05917 1.93204
H 2.12642 -1.48354 0.19718
H 2.28831 -0.50344 1.77533
H -0.62376 -2.75185 0.87894
H 0.44299 -2.49174 -0.36252
H -0.91846 -1.86744 -0.63826
H -1.01452 2.83774 -0.37101
H -1.50956 2.29491 1.36452
H -2.70864 2.71529 0.12353
H -0.27824 -0.56822 1.79008
H -2.16479 0.21546 0.27848
H 0.10758 0.72152 -2.52571
H 0.83240 1.07701 0.55130